Entry 1:
C11H14CaN7O4S4 | the ωB97M-V functional and the def2-TZVPD basis

The largest force on an atom comes out at 0.4 eV Å⁻¹. The gap between HOMO and LUMO comes out at 7.4 eV. As for the total charge: -1. The HOMO energy is -5.27 eV.

Each line ends with the natural charge from an NBO analysis.
Cartesian coordinates (Å):
Ca1 -0.520 -1.030 -1.093  1.78
N1 2.792 -3.788 -0.399  -0.80
C1 2.278 -2.668 -0.964  0.28
S1 1.322 -2.841 -2.374  -0.44
N2 2.641 -1.543 -0.342  -0.54
N3 1.904 -0.480 -0.736  -0.29
C2 2.355 0.695 -0.546  -0.01
C3 1.503 1.844 -0.870  0.17
C4 1.901 3.120 -0.474  -0.24
C5 1.083 4.199 -0.751  -0.16
C6 -0.109 3.974 -1.419  -0.27
C7 -0.427 2.672 -1.773  0.07
N4 0.349 1.625 -1.520  -0.48
H1 2.650 -4.672 -0.852  0.41
H2 3.438 -3.699 0.366  0.39
H3 3.347 0.879 -0.135  0.17
H4 2.831 3.242 0.065  0.22
H5 1.367 5.197 -0.441  0.21
H6 -0.794 4.777 -1.654  0.22
H7 -1.361 2.460 -2.280  0.20
S2 -4.319 0.869 1.452  0.45
C8 -4.666 0.745 -0.218  -0.45
C9 -3.508 0.633 -0.911  -0.04
N5 -2.366 0.655 -0.151  -0.54
C10 -2.656 0.761 1.113  -0.13
H8 -5.671 0.708 -0.600  0.24
H9 -3.438 0.495 -1.980  0.21
H10 -1.905 0.774 1.893  0.25
N6 0.662 -1.495 2.240  -0.78
C11 1.284 -0.363 2.578  0.31
N7 2.639 -0.381 2.451  -0.83
S3 0.482 0.993 3.168  -0.38
H11 1.174 -2.195 1.720  0.40
H12 -0.337 -1.532 2.061  0.46
H13 3.004 -0.925 1.670  0.41
H14 3.071 0.512 2.614  0.39
O1 -2.401 -4.333 -0.286  -1.01
S4 -2.455 -2.895 -0.166  2.57
O2 -3.612 -2.372 0.546  -1.05
O3 -1.178 -2.382 0.532  -1.21
O4 -2.352 -2.236 -1.534  -1.17

Entry 2:
C2H10N2 | the ωB97M-V functional and the def2-TZVPD basis

As for the expectation value of S²: 0.7504. The spin multiplicity is 2. The largest force on an atom comes out at 4.2 eV Å⁻¹. The gap between HOMO and LUMO (alpha / beta) comes out at 2.9 / 8.9 eV. As for the total charge: -1. The HOMO energy (alpha / beta) is 1.36 / -4.75 eV.

Each line ends with the Löwdin spin population.
Cartesian coordinates (Å):
N1 -2.762 0.820 0.390  0.29
H1 -2.185 0.637 -0.431  0.08
H2 -3.413 0.041 0.549  0.09
H3 -3.618 1.503 0.010  0.11
C1 0.649 0.840 -0.321  0.14
N2 1.471 -0.248 0.402  0.01
C2 1.216 -1.485 -0.246  0.10
H4 1.263 1.657 -0.925  0.02
H5 0.105 0.424 -1.231  0.06
H6 0.004 1.272 0.395  0.02
H7 2.317 -0.091 1.048  0.00
H8 2.017 -2.195 -0.129  0.01
H9 1.159 -1.540 -1.395  0.02
H10 0.195 -1.839 -0.035  0.04

Entry 3:
C4H13NO2 | the ωB97M-V functional and the def2-TZVPD basis

The largest force on an atom comes out at 4.0 eV Å⁻¹. The gap between HOMO and LUMO comes out at 10.1 eV. The structure (SMILES) is C1CCNC1.O.O. The HOMO energy is -9.26 eV.

Each line ends with the natural charge from an NBO analysis.
Cartesian coordinates (Å):
C1 -0.018 -0.799 -0.341  -0.26
N1 -0.278 0.137 0.828  -0.62
C2 -1.136 1.385 0.209  -0.27
C3 -0.626 1.235 -1.214  -0.42
C4 -0.783 -0.246 -1.530  -0.42
H1 -0.411 -1.739 -0.343  0.19
H2 1.041 -0.688 -0.347  0.20
H3 -0.995 -0.379 1.347  0.35
H4 -0.429 2.153 0.713  0.21
H5 -2.284 1.554 0.285  0.21
H6 -1.203 1.732 -1.983  0.20
H7 0.352 1.694 -1.235  0.21
H8 -0.433 -0.195 -2.589  0.23
H9 -1.793 -0.600 -1.471  0.20
H10 -0.700 -0.469 4.934  0.47
H11 -1.419 0.070 6.247  0.47
O1 -1.465 0.127 5.240  -0.94
H12 4.109 -2.044 -4.160  0.46
H13 3.907 -0.622 -3.828  0.46
O2 3.663 -1.486 -3.505  -0.93

Entry 4:
C4H14O3 | the ωB97M-V functional and the def2-TZVPD basis

The largest force on an atom comes out at 3.0 eV Å⁻¹. The gap between HOMO and LUMO comes out at 9.1 eV. The structure (SMILES) is C/C=C/C.O.O.O. The HOMO energy is -8.75 eV.

Each line ends with the natural charge from an NBO analysis.
Cartesian coordinates (Å):
C1 -0.747 -0.806 1.868  -0.18
C2 0.122 -0.962 0.849  -0.20
C3 1.675 -0.741 1.044  -0.65
C4 -2.286 -0.475 1.733  -0.65
H1 -0.339 -0.406 2.860  0.18
H2 -0.112 -1.602 -0.035  0.21
H3 2.081 -1.482 1.739  0.22
H4 1.873 0.201 1.572  0.22
H5 2.044 -0.775 0.060  0.20
H6 -2.480 -0.181 0.650  0.20
H7 -2.819 -1.387 1.947  0.22
H8 -2.446 0.505 2.363  0.23
H9 2.845 1.298 -2.720  0.49
H10 1.586 0.532 -2.292  0.48
O1 1.991 1.415 -2.211  -0.96
H11 -1.704 -1.369 -2.501  0.47
H12 -0.872 -0.286 -1.947  0.47
O2 -0.735 -1.194 -2.295  -0.94
H13 0.712 2.129 -0.996  0.48
H14 -0.453 2.982 -1.229  0.46
O3 0.065 2.604 -0.460  -0.94

Entry 5:
C3H6KO5 | the ωB97M-V functional and the def2-TZVPD basis

The largest force on an atom comes out at 2.9 eV Å⁻¹. The gap between HOMO and LUMO comes out at 2.4 eV. As for the total charge: -1. The HOMO energy is -1.81 eV.

Each line ends with the natural charge from an NBO analysis.
Cartesian coordinates (Å):
C1 -0.180 -1.252 -3.393  -0.04
C2 0.318 -0.593 -2.107  -0.08
O1 -0.412 0.617 -1.891  -0.54
C3 -0.155 1.333 -0.793  0.96
O2 0.719 0.957 0.029  -0.87
O3 -0.872 2.351 -0.606  -0.88
O4 0.468 -2.434 -3.643  -0.99
K1 0.277 3.399 1.896  0.97
H1 -0.045 -0.505 -4.211  0.08
H2 -1.287 -1.372 -3.290  0.08
H3 1.392 -0.366 -2.192  0.16
H4 0.173 -1.268 -1.250  0.16
H5 -0.707 -5.505 -2.625  0.51
O5 -1.114 -6.391 -2.254  -0.98
H6 -0.847 -6.429 -1.333  0.46

Entry 6:
C6H5AuCl2NNdO3 | the ωB97M-V functional and the def2-TZVPD basis

As for the expectation value of S²: 8.7618. The spin multiplicity is 6. The largest force on an atom comes out at 10.8 eV Å⁻¹. The gap between HOMO and LUMO (alpha / beta) comes out at 6.8 / 2.5 eV. As for the total charge: +4. The HOMO energy (alpha / beta) is -22.77 / -22.78 eV.

Each line ends with the Löwdin spin population.
Cartesian coordinates (Å):
Au1 0.382 -0.832 -5.167  0.59
Nd1 0.361 1.707 -0.047  3.05
Cl1 0.063 -2.090 -3.289  1.01
Cl2 -1.564 3.275 0.117  -0.03
C1 2.332 2.796 0.585  -0.01
C2 0.525 -1.670 -6.936  0.21
C3 0.365 0.528 -6.629  0.16
O1 3.247 3.411 0.904  0.00
O2 0.650 -2.231 -7.955  0.01
O3 0.416 1.365 -7.467  0.03
C4 -1.590 -0.892 4.533  0.00
C5 -0.110 -0.785 4.053  0.00
C6 0.040 -0.182 2.762  0.00
N1 0.049 0.357 1.732  -0.01
H1 -2.110 0.088 4.518  0.00
H2 -1.670 -1.248 5.570  0.00
H3 -2.145 -1.602 3.908  0.00
H4 0.441 -0.200 4.798  0.00
H5 0.319 -1.797 4.009  0.00

Entry 7:
C8H10O2 | the ωB97M-V functional and the def2-TZVPD basis

The largest force on an atom comes out at 8.9 eV Å⁻¹. The gap between HOMO and LUMO comes out at 8.9 eV. The HOMO energy is -8.34 eV.

Each line ends with the natural charge from an NBO analysis.
Cartesian coordinates (Å):
C1 2.832 1.154 0.162  -0.63
C2 1.415 0.646 -0.070  -0.04
C3 0.222 1.450 -0.240  -0.19
C4 -1.149 0.778 -0.201  0.30
C5 -1.345 -0.485 -0.179  -0.18
C6 -2.680 -1.066 0.116  -0.62
C7 -0.136 -1.286 -0.173  -0.27
C8 1.116 -0.703 -0.081  0.27
H1 3.041 0.892 1.310  0.24
H2 2.967 2.328 -0.014  0.22
H3 3.590 0.695 -0.524  0.24
H4 0.144 2.480 -0.264  0.22
H5 -3.011 1.367 -0.629  0.48
H6 -4.101 -0.952 -0.270  0.23
H7 -2.943 -0.966 1.482  0.23
H8 -2.693 -2.143 -0.181  0.22
H9 -0.043 -2.440 0.173  0.22
H10 2.561 -2.309 -0.342  0.48
O1 -2.227 1.735 0.035  -0.70
O2 2.440 -1.176 -0.113  -0.70

Entry 8:
C4H6O4 | the ωB97M-V functional and the def2-TZVPD basis

The largest force on an atom comes out at 7.4 eV Å⁻¹. The gap between HOMO and LUMO comes out at 10.9 eV. The structure (SMILES) is CO[C@H]1OCOC1=O. The HOMO energy is -10.35 eV.

Each line ends with the natural charge from an NBO analysis.
Cartesian coordinates (Å):
C1 -1.213 0.166 -1.429  -0.37
C2 0.834 0.000 -0.441  0.27
C3 0.340 0.381 1.764  0.19
C4 0.365 -1.100 0.331  0.71
H1 -1.508 1.126 -2.151  0.24
H2 -1.464 0.674 -0.372  0.21
H3 -1.222 -1.039 -1.611  0.25
H4 1.940 -0.108 -0.847  0.21
H5 1.176 0.484 2.354  0.17
H6 -0.423 0.843 2.265  0.17
O1 0.245 0.354 -1.501  -0.50
O2 0.594 1.126 0.540  -0.56
O3 -0.275 -0.772 1.432  -0.44
O4 0.610 -2.136 -0.333  -0.54